104
Properties=species:S:1:pos:R:3:forces:R:3:lowdin_charge:R:1 method="wB97M-V/def2-TZVPD" charge=+1 relative_energy_kj_mol=0.0 s2=0.75 homo_lumo_gap_ev="6.9 / 7.0" multiplicity=2
Cu -2.22740 -1.13237 0.82846 0.1 0.0 -0.3 0.4021
N -1.62233 -5.25583 -0.86766 0.0 -0.1 -0.1 0.0776
C -2.17199 -4.07675 -0.47975 -0.1 0.0 0.3 -0.8979
S -2.17789 -2.76251 -1.56929 -0.1 0.1 0.0 0.5937
N -2.69414 -4.11842 0.74751 0.2 -0.1 -0.1 -0.0075
N -3.08359 -2.93070 1.21015 -0.1 0.2 0.0 -0.1080
C -4.03599 -2.87207 2.06814 0.0 0.0 -0.1 -0.0601
C -4.50663 -1.54170 2.43964 0.0 0.1 0.0 -0.2507
C -5.50643 -1.32488 3.37772 0.0 0.0 0.0 -0.0064
C -5.90605 -0.02660 3.63990 0.0 0.0 0.0 -0.0441
C -5.30115 1.02185 2.96221 0.0 0.0 0.0 -0.0398
C -4.30751 0.72622 2.04529 0.0 0.0 0.0 -0.1110
N -3.92770 -0.52001 1.78667 -0.1 -0.1 0.1 0.0385
H -1.50652 -5.40882 -1.85382 0.0 0.0 0.0 0.0794
H -1.80813 -6.05521 -0.28304 0.0 0.0 0.0 0.0995
H -4.52874 -3.77233 2.41980 0.0 0.0 0.0 0.1305
H -5.95470 -2.16604 3.88954 0.0 0.0 0.0 0.1189
H -6.68374 0.16718 4.36738 0.0 0.0 0.0 0.1146
H -5.58603 2.04886 3.14109 0.0 0.0 0.0 0.1083
H -3.78200 1.49714 1.49599 0.0 0.0 0.0 0.0872
N -1.82574 0.71109 0.28017 -0.2 0.2 -0.1 -0.2823
S -1.12226 1.66656 -0.54530 0.1 0.0 0.1 0.7707
N 0.53119 1.69641 -0.54238 -0.1 0.0 0.0 -0.3509
S 1.36630 0.64526 -1.30430 0.2 0.2 -0.1 0.8694
N 1.06741 -0.85325 -1.27746 -0.1 -0.2 -0.1 -0.3391
S 0.85919 -1.76022 0.10402 0.1 -0.1 0.1 0.7633
N -0.32979 -1.65396 0.92071 0.4 0.0 0.1 -0.2919
C 1.28127 -3.36091 -0.58093 0.0 0.0 0.0 -0.3342
C 1.32420 -3.64010 -1.93758 0.0 0.0 0.1 -0.0855
C 1.66993 -4.91934 -2.34765 0.0 0.0 0.0 -0.0680
C 1.96900 -5.89681 -1.40808 0.0 0.0 0.0 -0.0712
C 1.90086 -5.60929 -0.05215 0.0 0.0 0.0 -0.0646
C 1.54560 -4.33851 0.36769 0.0 0.0 0.0 -0.0706
C 2.35479 -1.39769 1.02833 0.0 -0.1 0.1 -0.3166
C 2.18735 -0.72755 2.22661 0.0 -0.1 0.0 -0.0575
C 3.30566 -0.43249 2.99350 0.0 0.0 0.0 -0.0586
C 4.56797 -0.81204 2.55805 -0.1 0.0 0.0 -0.0627
C 4.72196 -1.48191 1.35038 -0.1 0.0 0.0 -0.0618
C 3.61221 -1.77826 0.57521 -0.1 0.0 0.1 -0.0718
C 3.02025 1.02199 -0.76477 0.0 0.2 -0.1 -0.3131
C 3.24427 1.86706 0.30872 0.0 0.0 0.0 -0.0530
C 4.55651 2.15838 0.65798 0.0 0.0 0.0 -0.0503
C 5.60653 1.60999 -0.06258 0.0 0.0 0.0 -0.0565
C 5.36031 0.75057 -1.12870 0.0 0.1 0.0 -0.0591
C 4.05942 0.44583 -1.48474 0.0 0.2 -0.1 -0.0713
C 1.42061 1.03012 -3.04035 0.1 0.0 0.1 -0.3174
C 1.80864 2.32258 -3.37325 0.1 -0.1 0.0 -0.0721
C 1.90307 2.66119 -4.71034 0.0 0.0 0.0 -0.0561
C 1.59966 1.71932 -5.68922 0.0 0.0 0.0 -0.0548
C 1.19674 0.44086 -5.33651 0.0 0.0 0.0 -0.0469
C 1.10521 0.08353 -3.99717 0.0 0.0 0.0 -0.0442
C -1.40051 3.35688 -0.05317 0.0 0.0 0.1 -0.3156
C -2.72495 3.77687 -0.11607 0.0 0.0 0.0 -0.0740
C -3.05484 5.03501 0.35614 0.0 0.0 0.0 -0.0575
C -2.07020 5.85599 0.89557 0.0 0.0 0.0 -0.0611
C -0.75457 5.42477 0.95536 0.0 0.0 0.0 -0.0663
C -0.40827 4.16738 0.47488 -0.1 0.0 0.0 -0.0746
C -1.56205 1.68185 -2.27334 -0.1 0.1 0.0 -0.3221
C -1.31691 2.78557 -3.08347 0.0 -0.1 0.0 -0.0727
C -1.72864 2.74105 -4.40540 0.0 0.0 0.1 -0.0619
C -2.37541 1.61066 -4.89598 0.0 -0.1 0.0 -0.0594
C -2.61294 0.52011 -4.07130 0.0 0.0 -0.1 -0.0475
C -2.20818 0.55352 -2.74435 -0.1 0.1 0.0 -0.0760
H 1.07718 -2.87354 -2.65094 0.0 0.1 -0.1 0.0802
H 1.70584 -5.15119 -3.40434 0.0 0.0 0.0 0.1100
H 2.25001 -6.88982 -1.73508 0.0 0.0 0.0 0.1089
H 2.12060 -6.37560 0.67958 0.0 0.0 0.0 0.1110
H 1.47723 -4.10372 1.42359 0.0 0.0 0.0 0.1244
H 1.18339 -0.47909 2.54460 0.0 0.0 0.0 0.0882
H 3.19093 0.08915 3.93429 0.0 0.0 0.0 0.1033
H 5.43719 -0.58960 3.16391 0.0 0.0 0.0 0.1126
H 5.70665 -1.77943 1.01352 0.0 0.0 0.0 0.1163
H 3.72314 -2.30597 -0.36385 0.0 0.0 0.0 0.1248
H 2.40779 2.27718 0.85710 0.0 0.0 0.0 0.0937
H 4.75334 2.81582 1.49442 0.0 0.0 0.0 0.1168
H 6.62676 1.84687 0.21019 0.0 0.0 0.0 0.1146
H 6.18318 0.32116 -1.68408 0.0 0.0 0.0 0.1167
H 3.85164 -0.21865 -2.31495 0.0 0.0 0.0 0.1283
H 2.04273 3.04167 -2.59722 0.0 0.0 0.0 0.1257
H 2.21380 3.65877 -4.99036 0.0 0.0 0.0 0.1153
H 1.67322 1.99021 -6.73445 0.0 0.0 0.0 0.1139
H 0.95251 -0.28385 -6.10178 0.0 0.0 0.0 0.1167
H 0.78843 -0.90251 -3.69343 0.0 0.0 0.0 0.0999
H -3.48169 3.12450 -0.53728 0.0 0.0 0.0 0.1216
H -4.07983 5.37726 0.30213 0.0 0.0 0.0 0.1125
H -2.33379 6.83679 1.26921 0.0 0.0 0.0 0.1117
H 0.00964 6.06560 1.37526 0.0 0.0 0.0 0.1111
H 0.61280 3.81900 0.50783 0.0 0.0 0.0 0.0853
H -0.81798 3.66317 -2.69038 0.0 0.0 0.0 0.1219
H -1.55281 3.59106 -5.05179 0.0 0.0 0.0 0.1138
H -2.70244 1.58690 -5.92771 0.0 0.0 0.0 0.1114
H -3.12502 -0.35624 -4.44719 0.0 0.0 0.0 0.1163
H -2.40947 -0.26898 -2.07202 0.0 -0.1 0.0 0.0177
I 0.82235 3.06971 4.35685 0.0 0.0 0.0 0.8796
C -0.11067 1.20968 4.53658 0.1 0.1 0.0 -0.7199
C 0.16712 0.37872 5.60943 0.0 -0.1 0.0 -0.1379
C -0.44175 -0.86744 5.64337 0.0 0.1 0.0 -0.0486
C -1.29529 -1.21957 4.60783 0.0 0.0 0.0 -0.1211
N -1.56721 -0.41163 3.58660 0.0 0.0 0.0 0.0761
C -0.98656 0.78412 3.55075 -0.1 -0.1 -0.1 -0.2297
H 0.84198 0.69040 6.39566 0.0 0.0 0.0 0.1011
H -0.25237 -1.55112 6.45983 0.0 0.0 0.0 0.1095
H -1.77837 -2.19096 4.59080 0.0 0.0 0.0 0.1125
H -1.21639 1.40612 2.69075 0.0 0.0 0.0 0.0760

---

42
Properties=species:S:1:pos:R:3:forces:R:3:lowdin_charge:R:1 method="wB97M-V/def2-TZVPD" charge=-1 s2=6.04 homo_lumo_gap_ev="4.3 / 4.3" multiplicity=5
Fe -0.00427 -0.53604 1.49664 0.1 -0.1 0.9 0.6680
P -0.26019 -1.33666 3.68158 2.5 0.3 2.8 -0.1000
O -0.63665 -2.18208 2.45997 -1.8 -3.1 -1.6 -0.4385
O 1.15993 -0.92372 3.18022 2.4 0.4 -0.2 -0.4653
O -0.22244 -1.87860 5.10937 -1.1 0.4 -1.6 -0.4406
O -0.96048 -0.02633 3.28070 -2.4 2.1 0.9 -0.4497
C -2.34630 -0.85942 -0.83858 0.2 -0.7 0.2 -0.3083
O -1.61182 -0.59267 0.08353 0.3 1.0 -0.1 -0.0041
N -2.71105 -2.12520 -1.10320 -0.8 -0.4 -0.6 -0.1856
C -3.62086 -2.44509 -2.18453 -0.1 1.3 0.2 -0.0677
C -2.11915 -3.22211 -0.36993 0.7 0.2 0.6 -0.0268
H -2.71756 -0.10175 -1.54004 -0.3 0.1 0.0 0.1365
H -3.06918 -2.82389 -3.04597 -0.3 -0.4 -0.1 0.0847
H -4.12757 -1.51441 -2.46552 0.3 0.0 -0.3 0.0783
H -4.45690 -3.05478 -1.84264 0.4 -0.6 -0.1 0.0863
H -1.19393 -3.55436 -0.85891 -0.2 -0.1 -0.1 0.0930
H -1.81330 -2.87276 0.62486 -0.1 -0.1 0.1 0.0715
H -2.80926 -4.05635 -0.26804 -0.1 0.1 -0.1 0.0871
C 0.80088 2.25580 2.17560 -0.1 -0.5 0.4 -0.2507
O 0.56523 1.47032 1.26997 0.0 0.5 -0.7 -0.0314
N 1.16624 3.52318 1.94498 0.3 0.2 -0.2 -0.1789
C 1.33407 4.02894 0.60049 0.3 0.6 -0.1 -0.0509
C 1.70242 4.35610 3.00084 0.0 0.4 -0.2 -0.0555
H 0.72369 1.99070 3.23377 -0.1 -0.4 0.0 0.1485
H 0.88287 5.02325 0.56860 0.0 0.0 -0.2 0.0840
H 0.90440 3.41503 -0.18241 -0.4 -0.3 0.4 0.0759
H 2.38647 4.14010 0.31864 0.1 0.0 0.3 0.0892
H 1.32603 5.37390 2.87143 -0.1 0.0 0.1 0.0810
H 1.42265 4.02297 3.99616 -0.1 -0.3 -0.1 0.0945
H 2.79237 4.41392 2.94133 0.1 -0.1 0.0 0.0881
C 1.68753 -1.56242 -1.04155 -0.4 0.4 0.4 -0.2641
O 1.23453 -1.14984 0.00974 0.6 -0.5 -0.8 -0.0090
N 1.54799 -0.89655 -2.21043 0.6 -0.5 -0.4 -0.1849
C 0.87167 0.37347 -2.23207 -0.5 0.4 1.1 -0.0403
C 1.94188 -1.48846 -3.47379 -0.9 0.7 -0.5 -0.0657
H 2.24694 -2.50114 -1.11262 0.0 -0.1 0.0 0.1478
H 1.23022 1.03696 -3.01639 0.0 -0.3 -0.2 0.0904
H 1.01469 0.87958 -1.27297 0.3 -0.1 0.0 0.0792
H -0.21615 0.24760 -2.24230 0.0 0.0 -0.5 0.0822
H 1.14984 -1.22950 -4.18681 0.1 0.0 -0.1 0.0836
H 2.85345 -1.04223 -3.87465 0.2 -0.3 0.1 0.0837
H 1.95107 -2.57545 -3.48505 0.4 0.0 0.4 0.0845

---

21
Properties=species:S:1:pos:R:3:forces:R:3:lowdin_charge:R:1 method="wB97M-V/def2-TZVPD" relative_energy_kj_mol=252.7 homo_lumo_gap_ev=10.4 smiles="CCCC(=O)NC.O"
C -1.93908 -0.67664 1.36254 -0.5 -2.6 1.7 -0.1416
C -1.04534 -1.10289 0.21482 2.8 0.6 0.2 -0.2447
C -0.75293 0.17729 -0.63918 -2.2 1.9 0.3 -0.1339
C 0.62593 0.53212 -1.08835 1.3 0.3 0.4 -0.4963
O 1.10565 -0.12443 -1.98439 0.3 -0.6 -1.2 0.0322
N 1.39811 1.60931 -0.63756 -1.2 -2.2 -1.7 0.0032
C 1.28532 2.21972 0.60394 -1.8 -2.6 4.2 -0.1202
H -1.60385 0.25010 1.78554 0.8 0.1 0.8 0.0412
H -1.99510 -1.57618 2.12245 0.2 2.0 -1.0 0.1152
H -2.98009 -0.41459 1.19241 -0.2 -0.4 -1.0 0.0681
H 0.03392 -1.37008 0.60488 -2.3 0.1 -0.2 0.1337
H -1.39431 -2.00032 -0.30907 0.0 0.5 -0.1 0.1100
H -1.13742 1.00902 0.04789 0.4 -0.8 -1.4 0.1047
H -1.31075 0.23972 -1.63690 0.4 -0.2 1.5 0.1505
H 2.13805 1.70745 -1.32051 0.4 0.4 0.6 0.1463
H 0.55259 1.49970 1.36035 1.3 2.3 -2.5 0.1589
H 0.96095 3.21284 0.54704 -0.8 1.5 0.2 0.0539
H 2.09152 2.16224 1.33407 1.0 0.1 -0.8 0.0720
O 1.56498 -2.56646 -0.78743 -1.6 0.5 -1.5 -0.0899
H 0.87501 -1.91119 -1.06838 0.8 0.1 1.3 -0.0057
H 1.52681 -2.87673 -1.70415 1.2 -1.1 0.0 0.0426

---

69
Properties=species:S:1:pos:R:3:forces:R:3:lowdin_charge:R:1 method="wB97M-V/def2-TZVPD" charge=+1 relative_energy_kj_mol=31.6 s2=0.76 homo_lumo_gap_ev="7.0 / 7.4" multiplicity=2
Re 0.48511 0.31886 -0.39336 -0.1 -0.1 0.1 1.2461
C 0.98099 2.09886 4.90873 0.0 0.0 0.0 -0.0466
C 1.41041 0.93733 4.01333 0.0 0.0 0.0 -0.5703
O 1.99515 -0.05256 4.82722 0.0 0.0 0.0 -0.0089
P -0.01319 0.28940 3.04912 0.1 -0.1 -0.1 0.5289
O -1.32909 0.76506 3.73106 -0.2 0.1 0.0 -0.0677
O 0.15359 -1.26166 3.18606 -0.1 0.0 0.1 -0.0729
O 0.06454 0.80677 1.64446 0.0 -0.2 -0.1 -0.4204
P 2.65494 1.60906 2.82183 0.0 0.0 0.0 0.5456
O 3.95921 1.83636 3.69459 0.0 0.0 0.0 -0.0701
O 3.11241 0.26597 2.04587 0.1 0.1 0.0 -0.0708
O 2.25373 2.74999 1.99640 0.0 0.0 0.0 -0.2375
H 0.25282 1.74106 5.63312 0.0 0.0 0.0 0.0981
H 0.54102 2.90673 4.32546 0.0 0.0 0.0 0.0937
H 1.85051 2.47277 5.44958 0.0 0.0 0.0 0.0945
H 2.02541 -0.89653 4.35597 0.0 0.0 0.0 0.1007
H -2.05802 0.88798 3.06869 0.0 0.0 0.1 0.0718
H -0.47824 -1.73642 2.60825 0.0 0.1 0.0 0.0864
H 4.12630 2.76605 3.89857 0.0 0.0 0.0 0.1105
C -0.74379 3.64085 0.25483 0.0 0.0 0.0 -0.2101
P 0.25265 2.63954 -0.86791 0.0 0.0 -0.1 0.7542
C 1.78975 3.56330 -1.11522 0.0 0.0 0.0 -0.2236
C -0.59559 2.68860 -2.49875 0.0 0.0 0.0 -0.3710
C 0.11580 1.75750 -3.49151 0.0 0.0 0.0 -0.3632
P 0.33017 0.08345 -2.76946 0.0 0.1 0.1 0.7672
C -1.08810 -0.91071 -3.28340 0.0 0.0 0.0 -0.2160
C 1.75134 -0.66400 -3.59381 0.0 0.0 0.0 -0.2224
H -0.94562 4.62708 -0.16379 0.0 0.0 0.0 0.0608
H -0.18415 3.74165 1.18520 0.0 0.0 0.0 0.0441
H -1.68052 3.12252 0.46450 0.0 0.0 0.0 0.0409
H 1.58461 4.55290 -1.52514 0.0 0.0 0.0 0.0605
H 2.45068 3.01592 -1.78695 0.0 0.0 0.0 0.0415
H 2.28021 3.65385 -0.14677 0.0 0.0 0.0 0.0253
H -0.63953 3.70983 -2.88225 0.0 0.0 0.0 0.0951
H -1.62277 2.35527 -2.32747 0.0 0.0 0.0 0.0831
H 1.11730 2.13680 -3.71307 0.0 0.0 0.0 0.0822
H -0.42077 1.69593 -4.44005 0.0 0.0 0.0 0.0954
H -1.10375 -1.02494 -4.36766 0.0 0.0 0.0 0.0627
H -2.00805 -0.43391 -2.94864 0.0 0.0 0.0 0.0421
H -0.99828 -1.88737 -2.80473 0.0 0.0 0.0 0.0367
H 1.61320 -0.65524 -4.67551 0.0 0.0 0.0 0.0633
H 1.84504 -1.69469 -3.24533 0.0 0.0 0.0 0.0335
H 2.65426 -0.11192 -3.33493 0.0 0.0 0.0 0.0367
C 4.51315 -0.92118 -1.05049 0.0 0.0 0.0 -0.0099
N 4.39370 -0.46522 0.32710 0.0 0.0 0.0 -0.1036
C 5.46523 -0.80601 1.25505 0.0 0.0 0.1 0.0093
C 3.24458 0.06100 0.70995 -0.1 -0.1 0.2 -0.4779
N 2.26392 0.34891 -0.08638 0.2 0.2 -0.2 -0.0586
H 5.35369 -1.60674 -1.11276 0.0 0.0 0.0 0.1010
H 4.69016 -0.08030 -1.72384 0.0 0.0 0.0 0.0981
H 3.60701 -1.44596 -1.34700 0.0 0.0 0.0 0.0775
H 5.46819 -1.88118 1.43926 0.0 0.0 0.0 0.1093
H 5.33568 -0.28218 2.19527 0.0 0.0 0.0 0.0885
H 6.41546 -0.51226 0.81222 0.0 0.0 0.0 0.1024
Cl 0.78543 -4.30059 -1.87716 0.0 0.0 0.0 0.5759
C 0.86359 -4.09493 -0.10128 0.1 0.0 -0.1 -0.4575
C 1.13130 -2.64485 0.28248 -0.3 -0.1 0.3 -0.7103
O 1.99636 -2.39538 1.11252 0.2 0.1 -0.2 0.0376
O 0.33732 -1.80462 -0.28020 0.0 0.1 0.0 -0.2444
H 1.66184 -4.72668 0.27078 0.0 0.0 0.0 0.0782
H -0.09327 -4.41667 0.30528 0.0 0.0 0.0 0.0856
C -3.95631 -0.72370 -0.24003 0.0 0.0 0.0 -0.1115
S -2.55466 -0.17556 0.66166 -0.2 0.1 0.3 0.4902
O -2.95282 0.96772 1.46686 0.1 -0.1 0.0 -0.3082
O -2.02770 -1.29100 1.41460 0.0 0.0 0.0 -0.3072
O -1.60547 0.27203 -0.43716 0.1 0.0 -0.1 -0.5345
H -4.69971 -1.04216 0.48637 0.0 0.0 0.0 0.0831
H -3.65340 -1.55884 -0.86758 0.0 0.0 0.0 0.0774
H -4.33194 0.10676 -0.83247 0.0 0.0 0.0 0.0790